1.
This record from the OMol25 dataset describes 2 unconnected molecules or ions with the total composition C5H13NSi. The level of theory is the ωB97M-V functional and the def2-TZVPD basis.

Values from the calculation:
orbital gap	0.3143	Eh
HOMO	-0.2974	Eh
energy relative to the best compared isomer or geometry (same formula, charge and spin)	247.0	kJ/mol
LUMO	0.460	eV

Geometry as ORCA input:
```
! wB97M-V def2-TZVPD RIJCOSX def2/J DEFGRID3
* xyz 0 1
C 1.36033 -1.41948 0.09628
C 0.81268 -0.31321 0.55895
C 2.18495 -1.46939 -1.16360
C 0.10549 -0.36764 1.86164
C -3.59899 0.41637 -1.07022
N 1.36434 2.37074 0.49077
Si 0.48796 1.17160 -0.45564
H 1.43579 -2.26101 0.67950
H 2.18798 -0.41556 -1.63019
H 3.28613 -1.79573 -1.18384
H 1.59645 -2.21452 -1.67875
H 0.68944 -0.06282 2.70791
H -0.56290 0.59392 1.82531
H -0.37061 -1.31721 2.04924
H -2.62005 -0.20772 -1.22979
H -4.47063 -0.28060 -1.13673
H -3.80576 1.12297 -1.91297
H 1.42488 3.30501 0.14136
H 2.01678 2.25339 1.16135
H -3.52427 0.89089 -0.11057
*
```



2.
This record from the OMol25 dataset describes 7 unconnected molecules or ions with the total composition C51H59F6IN2O4S. The level of theory is the ωB97M-V functional and the def2-TZVPD basis.

Values from the calculation:
orbital gap	0.3352	Eh
SMILES	C#CC[C@@H](OCCNC[C@H](C)O)O[C@H](N)CO[C@@H](S)C[C@@H](C)I.Fc1ccccc1.Fc1ccccc1.Fc1ccccc1.Fc1ccccc1.Fc1ccccc1.Fc1ccccc1
HOMO	-0.3168	Eh
LUMO	0.499	eV

Geometry as ORCA input:
```
! wB97M-V def2-TZVPD RIJCOSX def2/J DEFGRID3
* xyz 0 1
C 2.01973 1.53235 4.38926
C 2.04543 0.53498 5.08262
C 2.12787 -0.73493 5.78553
C 1.85157 -1.86992 4.79542
O 2.88927 -2.78130 4.97123
C 2.90212 -3.81807 3.98853
C 4.29575 -3.83777 3.38096
N 4.35332 -2.77425 2.37605
C 5.72260 -2.53317 1.87606
C 6.24411 -1.20452 2.42351
C 5.53780 -0.00555 1.80564
O 7.64071 -1.10622 2.10993
O 0.63546 -2.56942 5.01596
C -0.51977 -1.75706 5.19544
N -1.64635 -2.64924 5.33976
C -0.82916 -0.81368 4.01609
O -1.84454 -1.34886 3.18133
C -1.82447 -0.86903 1.86098
S -1.83211 0.94786 1.66462
C -0.70875 -1.54463 1.03227
C -0.58098 -3.00822 1.41714
C -1.86036 -3.80237 1.03770
I 1.10796 -3.82694 0.32607
H 2.27888 2.25731 3.67341
H 3.15478 -0.82070 6.12150
H 1.48141 -0.74186 6.65230
H 1.85878 -1.52101 3.75922
H 2.15906 -3.68692 3.21150
H 2.74292 -4.76015 4.50455
H 4.98444 -3.61538 4.20424
H 4.53246 -4.80694 2.95785
H 4.04829 -1.94015 2.86328
H 5.66739 -2.44364 0.79340
H 6.37735 -3.35357 2.14828
H 6.11980 -1.23668 3.50852
H 6.22475 0.65981 1.30546
H 5.01966 0.53545 2.59071
H 4.77118 -0.36260 1.12429
H 8.09324 -1.72887 2.68173
H -0.50739 -1.16775 6.10929
H -1.64661 -3.04138 6.27073
H -1.49759 -3.40844 4.68790
H 0.04208 -0.50618 3.44666
H -1.24511 0.09537 4.45072
H -2.75927 -1.19782 1.42350
H -1.01940 1.48624 2.58900
H 0.22421 -1.05874 1.30662
H -0.90696 -1.43457 -0.02500
H -0.36503 -3.14389 2.46578
H -1.58197 -4.61651 0.38502
H -2.50681 -3.15796 0.45265
H -2.37210 -4.16905 1.91646
F 4.43002 4.38271 2.96541
C 4.08429 5.08438 4.06346
C 3.44907 6.30108 3.91416
C 3.08891 7.01708 5.04634
C 3.37518 6.51608 6.30842
C 4.01845 5.29366 6.43963
C 4.37182 4.56836 5.31184
H 3.24155 6.67914 2.92175
H 2.58464 7.96822 4.94244
H 3.09659 7.07907 7.18922
H 4.24607 4.90300 7.42213
H 4.86626 3.60937 5.39556
F -2.61373 -0.53439 -1.54633
C -3.20950 0.48661 -2.20527
C -3.40765 0.37971 -3.56644
C -4.02442 1.42322 -4.24074
C -4.42300 2.55789 -3.54676
C -4.21022 2.64764 -2.17813
C -3.60241 1.60278 -1.49762
H -3.08219 -0.51026 -4.08814
H -4.19347 1.35224 -5.30683
H -4.89993 3.37318 -4.07519
H -4.51701 3.53324 -1.63810
H -3.43454 1.64971 -0.43053
F -4.27466 4.44872 -6.79340
C -2.92759 4.39537 -6.75033
C -2.25053 5.16050 -5.82185
C -0.86568 5.09936 -5.77517
C -0.17532 4.28359 -6.66009
C -0.87031 3.52432 -7.58989
C -2.25592 3.57449 -7.63457
H -2.80521 5.79617 -5.14401
H -0.32559 5.68970 -5.04717
H 0.90503 4.24095 -6.62536
H -0.33270 2.89178 -8.28309
H -2.81546 2.98324 -8.34775
F -2.25066 -7.12396 -5.27117
C -2.06870 -6.02126 -4.51767
C -2.62703 -4.82805 -4.92878
C -2.44174 -3.69592 -4.14874
C -1.69714 -3.76775 -2.97936
C -1.14035 -4.97642 -2.58521
C -1.32994 -6.11489 -3.35556
H -3.19791 -4.79077 -5.84722
H -2.87998 -2.75619 -4.45568
H -1.55147 -2.88072 -2.37511
H -0.55700 -5.03129 -1.67390
H -0.91089 -7.06814 -3.06104
F -2.09239 -5.54886 4.34461
C -3.27886 -5.82021 4.93527
C -3.51792 -7.09895 5.39512
C -4.73357 -7.37702 6.00230
C -5.69183 -6.38085 6.13145
C -5.43299 -5.10203 5.65752
C -4.21523 -4.81356 5.05913
H -2.76083 -7.86301 5.27690
H -4.93320 -8.37292 6.37389
H -6.64078 -6.60246 6.60150
H -6.18028 -4.32613 5.75344
H -3.99179 -3.81956 4.69122
F 1.61752 5.10059 -9.44231
C 1.00774 6.11262 -10.08949
C 0.80133 6.01259 -11.45036
C 0.16832 7.05457 -12.11188
C -0.23966 8.18014 -11.40946
C -0.01924 8.26272 -10.04151
C 0.60475 7.22053 -9.37215
H 1.13345 5.12968 -11.98038
H -0.00641 6.98759 -13.17716
H -0.72994 8.99264 -11.92900
H -0.33382 9.14062 -9.49360
H 0.77792 7.26126 -8.30484
*
```



3.
This record from the OMol25 dataset describes a molecular structure, C39H37BrCl2N4O2PtS3Si. The level of theory is the ωB97M-V functional and the def2-TZVPD basis.

Values from the calculation:
orbital gap (alpha / beta)	0.1706 / 0.1709	Eh
HOMO (alpha / beta)	-0.2623 / -0.2624	Eh
LUMO (alpha / beta)	-2.497 / -2.490	eV

Geometry as ORCA input:
```
! wB97M-V def2-TZVPD RIJCOSX def2/J DEFGRID3
* xyz 0 1
Pt -1.05706 -0.76702 1.55447
S 0.66365 0.12538 -0.55776
C 1.85304 0.74251 0.51321
N 3.13759 0.75282 0.05285
C 4.15439 1.25049 0.94396
C 3.62576 2.50044 1.63050
N 2.46103 2.11690 2.39128
C 2.04064 3.05845 3.41240
C 1.53671 4.34465 2.79738
C 2.38446 5.43520 2.64914
C 1.94339 6.59402 2.03381
C 0.64483 6.67642 1.55894
C -0.21127 5.60017 1.71703
C 0.22943 4.44287 2.33322
C 1.55312 1.29385 1.76760
S 0.08440 0.99167 2.64032
C 3.53014 -0.07891 -1.06114
C 3.51414 0.63361 -2.39353
C 2.95280 0.01174 -3.50140
C 2.96195 0.63978 -4.73410
C 3.52063 1.89897 -4.87042
C 4.08380 2.52185 -3.77049
C 4.08569 1.89184 -2.53860
H 5.05478 1.47343 0.37268
H 4.39293 0.49701 1.70685
H 3.38386 3.26769 0.88040
H 4.37218 2.91235 2.31593
H 2.90496 3.25200 4.05578
H 1.25605 2.58788 4.00578
H 3.39646 5.37894 3.02697
H 2.61298 7.43568 1.93124
H 0.30780 7.57045 1.05503
H -1.23287 5.66247 1.37088
H -0.44716 3.61231 2.46089
H 2.84721 -0.93233 -1.10828
H 4.53581 -0.45886 -0.85301
H 2.50459 -0.96625 -3.39862
H 2.52626 0.15032 -5.59113
H 3.51394 2.39778 -5.82756
H 4.52460 3.50329 -3.86753
H 4.53292 2.38960 -1.68843
C -1.36522 -5.88311 -2.11795
Si -2.74219 -4.67983 -2.66097
C -4.31515 -5.70753 -3.03217
C -2.32542 -3.61315 -4.18419
C -3.15808 -3.52910 -1.19694
C -4.44588 -3.44355 -0.71349
C -4.73472 -2.72040 0.44177
C -3.69591 -2.09854 1.09298
N -2.45067 -2.10271 0.61111
C -2.16485 -2.78869 -0.51601
S -0.56394 -2.72356 -1.08703
H -1.11472 -6.58297 -2.90940
H -1.66831 -6.46256 -1.24957
H -0.46205 -5.34463 -1.85070
H -4.11788 -6.42018 -3.82745
H -5.14134 -5.08285 -3.35918
H -4.64893 -6.27271 -2.16636
H -2.01882 -4.22256 -5.02886
H -1.52188 -2.91788 -3.96514
H -3.18746 -3.03024 -4.49765
H -5.23772 -3.95106 -1.23944
H -5.73910 -2.66555 0.83089
H -3.85982 -1.56808 2.02122
Br -3.37527 3.91614 -3.98433
C -3.34320 3.18455 -2.22599
C -4.19729 3.70243 -1.26452
C -4.17947 3.16714 0.00997
C -3.31884 2.11378 0.30365
C -2.47404 1.61234 -0.67303
C -2.46909 2.14886 -1.94518
C -3.35329 1.49377 1.69021
O -4.04180 2.00205 2.55462
O -2.69229 0.41073 1.82680
H -4.86347 4.51386 -1.51793
H -4.83207 3.54278 0.78549
H -1.80935 0.78659 -0.44447
H -1.79702 1.76466 -2.69745
Cl -1.62826 -3.12429 3.45491
C 0.05125 -3.47064 3.52060
C 0.55922 -4.41916 4.37458
C 1.93381 -4.59865 4.47774
C 2.79404 -3.79550 3.74010
C 2.28724 -2.87964 2.85048
Cl 3.35788 -1.87991 1.96926
C 0.88322 -2.68281 2.65497
N 0.42038 -1.87261 1.75687
H -0.11496 -5.01059 4.97190
H 2.33696 -5.34940 5.13810
H 3.86515 -3.87650 3.86060
*
```



4.
This record from the OMol25 dataset describes a molecular structure, C51H29Cl4N4Re. The level of theory is the ωB97M-V functional and the def2-TZVPD basis.

Values from the calculation:
orbital gap (alpha / beta)	0.1546 / 0.1727	Eh
HOMO (alpha / beta)	-0.1076 / -0.1417	Eh
energy relative to the best compared isomer or geometry (same formula, charge and spin)	196.9	kJ/mol
LUMO (alpha / beta)	1.279 / 0.844	eV

Geometry as ORCA input:
```
! wB97M-V def2-TZVPD RIJCOSX def2/J DEFGRID3
* xyz -1 2
Re -0.16551 -0.12341 -0.07132
Cl -7.69788 2.54055 4.36406
C -6.18013 2.37032 3.53291
C -4.99035 2.50958 4.23121
C -3.79008 2.38525 3.56883
C -3.71454 2.13247 2.18392
C -4.95299 1.92744 1.53185
C -6.15882 2.05464 2.18222
C -2.47384 1.91469 1.48497
C -2.50572 1.83371 0.04555
C -3.27059 2.65036 -0.81589
C -2.92158 2.32645 -2.11048
C -1.98460 1.27036 -2.06038
C -1.43579 0.45468 -3.10785
C -1.26883 0.88539 -4.48243
C -0.15961 0.37499 -5.19146
C 0.12766 0.75452 -6.48261
C -0.68182 1.69091 -7.11156
Cl -0.31862 2.19154 -8.73392
C -1.77945 2.21976 -6.45270
C -2.06952 1.81164 -5.16684
C -1.01067 -0.89244 -2.84306
N -0.51354 -1.32893 -1.65527
C -0.35001 -2.69312 -1.71868
C 0.20981 -3.46987 -0.68008
C 0.12194 -4.93075 -0.81785
C 0.67618 -5.61557 -1.89612
C 0.46284 -6.97112 -2.05693
C -0.31536 -7.64919 -1.13359
Cl -0.62544 -9.34230 -1.35718
C -0.85145 -6.99824 -0.03577
C -0.62150 -5.64663 0.12013
C 0.80132 -2.95435 0.48799
C 1.60646 -3.67236 1.41898
C 2.11633 -2.76347 2.30754
C 1.57696 -1.49397 1.96598
N 0.80085 -1.63318 0.85076
C 1.68530 -0.29114 2.69346
C 0.72041 0.73548 2.65929
C 0.53834 1.78491 3.58788
C -0.67995 2.36602 3.31116
C -1.23016 1.70125 2.18646
N -0.33899 0.75252 1.77833
C 2.90802 -0.13609 3.51509
C 3.01234 -0.53028 4.84093
C 4.20133 -0.37849 5.53603
C 5.29113 0.18861 4.89900
Cl 6.76638 0.43336 5.77885
C 5.22229 0.56464 3.56839
C 4.03348 0.39322 2.88534
C -0.80230 -3.13117 -2.99133
C -1.17206 -2.01188 -3.69895
N -1.72173 1.02397 -0.72925
H -5.00759 2.70851 5.29275
H -2.88389 2.46814 4.14013
H -4.96356 1.62529 0.49661
H -7.08483 1.89348 1.64808
H -3.95171 3.42804 -0.51813
H -3.33298 2.80377 -2.97527
H 0.50464 -0.31840 -4.69749
H 0.98148 0.33424 -6.99721
H -2.41378 2.93969 -6.94899
H -2.95964 2.19876 -4.70587
H 1.28041 -5.07480 -2.60857
H 0.88597 -7.49813 -2.89765
H -1.45730 -7.54032 0.67350
H -1.05105 -5.12589 0.96347
H 1.79091 -4.73128 1.39732
H 2.75226 -2.95314 3.15176
H 1.22479 2.04710 4.36978
H -1.07235 3.23512 3.80436
H 2.15688 -0.97288 5.32923
H 4.28590 -0.69968 6.56286
H 6.08851 0.97893 3.07472
H 3.97237 0.65720 1.83996
H -0.84006 -4.15068 -3.33103
H -1.55966 -1.98168 -4.70019
C 1.16518 0.99361 -0.75448
C 1.89413 2.09137 -1.20303
C 2.93695 2.65098 -0.44090
C 3.53902 3.82238 -0.84123
C 3.12022 4.46834 -1.99651
C 2.08974 3.93037 -2.75755
C 1.49025 2.74991 -2.38447
H 3.22530 2.16306 0.47652
H 4.33826 4.24369 -0.24766
H 3.59041 5.39139 -2.30225
H 1.75501 4.44100 -3.65027
H 0.68544 2.32100 -2.96176
*
```



Per-record strongest force on any atom, eV/A: 4.19 2.21 4.96 7.33